Record 1
This record from the Open Molecules 2025 dataset describes a 7-piece molecular cluster, C33H59IN2O21 overall at a distorted geometry. The level of theory is ωB97M-V with the def2-TZVPD basis set.

* LUMO: 0.21 eV
* HOMO: -0.3661 hartree
* total energy: -3280.0979 Ha
* largest force on an atom: 1.3 eV/A
* net charge: 0
* gap between HOMO and LUMO: 10.172 eV

Each line ends with the Mulliken charge.
Element x y z (Å)
C  -4.4425  1.8582  -5.6845  -0.99
C  -5.3766  0.7168  -5.2862  0.54
O  -6.4057  0.6038  -6.2743  -0.57
C  -4.6801  -0.6372  -5.1299  -0.92
O  -3.3395  -0.5250  -4.6790  -0.17
C  -3.0247  -1.1164  -3.4582  -0.07
C  -2.7009  -0.0438  -2.4825  -0.20
N  -2.4735  0.7638  -1.6872  -0.53
C  -1.7722  -2.0155  -3.5799  0.59
C  -2.1653  -3.4142  -3.7485  -0.24
N  -2.5001  -4.5124  -3.8814  -0.55
C  -0.7977  -1.4972  -4.6275  -0.93
C  -1.2764  -1.6625  -6.0389  0.28
O  -1.9696  -2.5293  -6.4631  -0.43
I  -0.5590  -0.1283  -7.4127  -0.01
H  -3.4119  1.5535  -5.8239  0.23
H  -4.7956  2.2550  -6.6307  0.26
H  -4.5079  2.6572  -4.9546  0.28
H  -5.8708  0.9746  -4.3465  0.16
H  -6.6625  -0.3214  -6.3438  0.34
H  -5.2927  -1.2893  -4.5057  0.37
H  -4.6521  -1.0967  -6.1212  0.47
H  -3.8304  -1.6874  -2.9978  0.56
H  -1.2605  -1.9789  -2.6184  0.66
H  0.1349  -2.0481  -4.5389  0.22
H  -0.5418  -0.4635  -4.4227  0.65
C  3.6943  0.4901  -0.6776  -1.16
C  2.4081  -0.2656  -0.9270  -0.21
O  2.4228  -0.9280  -2.2084  -0.34
C  3.0808  -2.0839  -2.2494  0.77
O  3.6388  -2.6192  -1.3297  -0.57
O  3.0108  -2.5599  -3.4939  -0.30
C  3.7169  -3.7909  -3.6995  -0.70
H  3.8980  1.1756  -1.5009  0.37
H  3.6234  1.0601  0.2480  0.34
H  4.5413  -0.1913  -0.5981  0.26
H  1.5647  0.4215  -0.9655  0.39
H  2.2085  -0.9882  -0.1361  0.29
H  3.4117  -4.5405  -2.9734  0.32
H  4.7902  -3.6224  -3.6385  0.29
H  3.4610  -4.1299  -4.6989  0.23
C  5.7475  -2.3237  6.1397  -1.06
C  6.6848  -2.2465  4.9537  -0.19
O  6.2910  -3.1487  3.9071  -0.38
C  5.3036  -2.7160  3.1256  0.76
O  4.7449  -1.6512  3.2233  -0.58
O  5.0311  -3.6573  2.2314  -0.43
C  3.9344  -3.3422  1.3560  -0.36
H  5.6593  -3.3544  6.4861  0.35
H  6.1175  -1.7062  6.9576  0.35
H  4.7500  -1.9764  5.8734  0.25
H  7.6874  -2.5572  5.2415  0.31
H  6.7522  -1.2307  4.5657  0.28
H  4.0769  -2.3807  0.8874  0.23
H  2.9983  -3.3614  1.9156  0.24
H  3.8984  -4.1049  0.5896  0.22
C  -2.4107  -6.0710  0.8588  -1.14
C  -1.3611  -6.4365  -0.1687  -0.15
O  -0.0629  -5.9804  0.2327  -0.28
C  0.5699  -6.7495  1.1200  0.66
O  0.1631  -7.7780  1.5877  -0.57
O  1.7328  -6.1626  1.4122  -0.21
C  2.5143  -6.8305  2.4050  -0.70
H  -2.3803  -5.0011  1.0701  0.27
H  -3.4043  -6.3316  0.4952  0.37
H  -2.2368  -6.5964  1.7977  0.34
H  -1.5657  -5.9387  -1.1152  0.25
H  -1.3470  -7.5095  -0.3589  0.32
H  2.6743  -7.8768  2.1542  0.34
H  2.0352  -6.7486  3.3797  0.33
H  3.4744  -6.3224  2.4402  0.18
C  -3.1332  7.3315  -5.7854  -1.10
C  -4.3810  6.8655  -6.5038  -0.14
O  -4.0920  6.4522  -7.8477  -0.38
C  -3.5933  5.2244  -7.9692  0.79
O  -3.3875  4.4482  -7.0726  -0.55
O  -3.3608  4.9978  -9.2621  -0.35
C  -2.7765  3.7227  -9.5353  -0.56
H  -2.6289  8.1067  -6.3635  0.30
H  -3.3873  7.7322  -4.8043  0.36
H  -2.4312  6.5092  -5.6513  0.30
H  -5.0915  7.6844  -6.5985  0.30
H  -4.8753  6.0594  -5.9628  0.28
H  -3.3600  2.9206  -9.0885  0.24
H  -1.7521  3.6913  -9.1667  0.27
H  -2.7713  3.6028  -10.6146  0.24
C  1.4143  1.6174  9.3137  -0.95
C  2.8910  1.9119  9.1570  -0.17
O  3.4669  1.1541  8.0826  -0.36
C  3.2746  1.6504  6.8629  0.70
O  2.6906  2.6719  6.5944  -0.56
O  3.8298  0.8225  5.9853  -0.20
C  3.6558  1.2011  4.6143  -0.57
H  1.2506  0.5447  9.4205  0.31
H  1.0176  2.1239  10.1935  0.36
H  0.8517  1.9498  8.4420  0.14
H  3.4328  1.6075  10.0504  0.31
H  3.0749  2.9751  9.0054  0.30
H  3.9814  2.2258  4.4470  0.33
H  2.6130  1.0864  4.3221  0.32
H  4.2657  0.5280  4.0202  0.08
C  -4.6239  4.9337  5.1175  -1.09
C  -3.5998  4.5956  4.0554  -0.18
O  -2.2959  5.0743  4.4100  -0.38
C  -1.6213  4.3067  5.2687  0.77
O  -2.0066  3.2663  5.7384  -0.58
O  -0.4522  4.8871  5.5122  -0.39
C  0.3719  4.1878  6.4603  -0.61
H  -4.6127  6.0035  5.3293  0.29
H  -5.6230  4.6501  4.7864  0.35
H  -4.4064  4.4100  6.0477  0.31
H  -3.8476  5.0929  3.1193  0.29
H  -3.5657  3.5242  3.8616  0.31
H  0.4927  3.1544  6.1731  0.31
H  -0.0732  4.2597  7.4538  0.30
H  1.3358  4.6770  6.4604  0.31

***

Record 2
This record from the Open Molecules 2025 dataset describes a 9-piece molecular cluster, C33H59N9O11 overall at a distorted geometry. The level of theory is ωB97M-V with the def2-TZVPD basis set.

* relative energy (zero: lowest compared OMol25 entry of this formula, charge and spin): 521.44 kcal/mol
* LUMO: -1.66 eV
* HOMO: -0.3337 hartree
* total energy: -2612.3534 Ha
* largest force on an atom: 17.4 eV/A
* net charge: 0
* gap between HOMO and LUMO: 7.422 eV

Each line ends with the Mulliken charge.
Element x y z (Å)
O  -0.7478  2.2384  1.5269  -0.46
N  -1.2218  1.0704  1.4579  1.00
O  -2.0798  0.6014  2.2809  -0.57
C  -0.6618  0.0344  0.5539  0.07
C  -1.4738  -1.2066  0.4209  -0.63
C  -1.0798  -2.1346  -0.7711  -0.54
C  0.0592  -1.7836  -1.6861  -1.14
C  0.7092  -0.5546  -1.5331  -0.33
C  0.3962  0.4144  -0.4381  -1.32
H  -2.3648  -1.3246  1.1119  0.27
H  -1.5948  -3.0066  -1.0601  0.72
H  0.2442  -2.3486  -2.4491  0.92
H  1.4022  -0.5536  -2.2311  0.55
H  0.7102  1.2334  -0.4041  1.41
O  5.6372  -1.8796  4.2379  -0.56
N  5.8872  -1.3946  3.1269  0.91
O  6.9262  -1.7136  2.5509  -0.57
C  5.0022  -0.3216  2.6419  0.03
C  5.2502  0.3814  1.4119  -0.47
C  4.2492  1.4804  0.8669  -0.83
C  2.9782  1.6824  1.6639  0.27
C  2.8212  1.0354  2.9039  -0.84
C  3.7852  -0.0486  3.4019  -0.32
H  6.1422  0.0664  0.7649  0.33
H  4.4582  1.9044  0.0569  0.90
H  2.1222  2.3914  1.4009  0.21
H  2.0422  1.2694  3.5329  0.62
H  3.5782  -0.3406  4.5219  0.30
C  1.3602  -7.2156  1.1849  -0.78
N  -0.0458  -6.8086  0.9099  0.16
C  -0.1288  -5.5336  0.1689  -1.64
C  -1.0458  -7.3996  1.5149  -0.09
O  -2.2588  -6.9536  1.4519  -0.61
H  1.4202  -7.5226  2.3899  0.27
H  2.1812  -6.4646  0.7609  0.26
H  1.6772  -8.2176  0.8009  0.30
H  -0.3788  -4.8826  0.9559  0.50
H  -0.6818  -5.6886  -0.7221  0.55
H  0.6062  -5.1086  -0.3971  0.65
H  -0.8858  -8.3216  1.9799  0.43
C  4.2642  5.0264  -1.5771  -1.42
N  3.6462  4.0824  -2.5581  0.27
C  2.4802  3.4394  -2.1411  -2.19
C  3.9602  4.2044  -3.8791  -0.11
O  3.2972  3.5884  -4.7721  -0.61
H  5.3972  4.8804  -1.5701  0.35
H  3.8912  4.9454  -0.7011  0.19
H  3.9902  5.9384  -1.6251  0.84
H  2.1052  2.7164  -2.6311  0.95
H  1.7112  3.9954  -2.0881  0.97
H  2.4372  2.7954  -1.2021  0.28
H  4.6162  4.9414  -4.1661  0.55
C  -2.8458  3.7304  3.3429  -1.08
N  -2.9188  5.1934  3.6549  0.25
C  -2.8998  5.4534  5.0819  -0.91
C  -2.8928  6.0354  2.6889  -0.01
O  -2.7088  7.2954  2.8009  -0.68
H  -2.9488  3.5864  2.5009  0.53
H  -3.4528  3.0114  4.0199  0.18
H  -1.6868  3.5134  3.5689  0.26
H  -3.2658  6.5174  5.3939  0.29
H  -1.8938  5.2204  5.4619  0.34
H  -3.6468  4.8904  5.6219  0.33
H  -2.8508  5.6504  1.6419  0.45
C  -4.5238  -2.4256  3.2839  -0.60
N  -5.4038  -2.8726  2.1359  0.18
C  -5.0458  -4.1786  1.5359  -1.04
C  -6.4098  -2.1186  1.6729  0.08
O  -7.1798  -2.6186  0.7719  -0.64
H  -5.0538  -1.4826  3.6469  0.23
H  -3.5738  -2.1276  2.8419  0.11
H  -4.3218  -3.1696  4.0339  0.34
H  -4.1148  -4.3586  1.7579  0.70
H  -5.3838  -4.4466  0.4159  -0.12
H  -5.4428  -4.9996  2.0289  0.51
H  -6.6128  -1.2066  2.1559  0.32
C  -5.9308  -5.1036  -4.1251  -1.25
N  -4.7438  -4.7936  -3.3331  0.16
C  -4.9418  -4.6306  -1.8811  -1.48
C  -3.4628  -4.6816  -3.9281  -0.01
O  -2.4998  -4.4586  -3.1541  -0.58
H  -5.8908  -4.8326  -5.1511  0.41
H  -6.8048  -4.6916  -3.8461  0.42
H  -6.2128  -6.0916  -4.2311  0.42
H  -5.9598  -4.5116  -1.5881  0.51
H  -4.6698  -3.6246  -1.6481  0.54
H  -4.5908  -5.4486  -1.3831  0.49
H  -3.1218  -4.8066  -4.9831  0.38
C  0.6062  5.3744  1.4129  -0.24
N  1.5452  6.5074  1.6909  0.22
C  3.0082  6.3304  1.6579  -1.06
C  1.0262  7.6374  1.8609  0.12
O  1.7902  8.6754  1.9429  -0.69
H  0.7332  4.5074  2.0839  0.23
H  0.3792  5.0084  0.4749  0.34
H  -0.5018  5.6644  1.6029  -0.32
H  3.1952  6.6524  0.7099  0.39
H  3.2672  5.2784  1.5469  0.28
H  3.3042  6.8334  2.6479  0.36
H  0.0352  7.7224  2.2189  0.40
C  3.3492  -0.2046  -6.4831  -0.97
N  3.4792  -0.8296  -5.2821  0.21
C  3.3592  -2.2466  -5.0951  -0.61
C  3.5492  0.1244  -4.2371  0.31
O  3.5562  -0.0876  -3.0171  -0.60
H  3.2802  -1.0126  -7.3991  0.24
H  4.0462  0.4554  -6.8401  0.40
H  2.2122  0.2624  -6.6411  0.28
H  2.4262  -2.4126  -4.5871  0.17
H  4.2312  -2.4806  -4.3741  0.25
H  3.3152  -3.0036  -5.9201  0.32
H  3.9272  1.1994  -4.7311  0.00